The following is a quantum chemistry calculation of a single C6H16N2 molecule, from the OMol25 dataset.

Each atom is followed by the atoms it is bonded to, with distances in Å.
CARTESIAN COORDINATES (ANGSTROEM)
1 C 0.39 -0.07 2.62  C2 1.571, H9 1.086, H10 1.088, H11 1.087
2 C -0.52 0.28 1.38  C1 1.571, C3 1.523, H12 1.088, H13 1.090
3 C 0.22 0.07 0.07  C2 1.523, C4 1.526, C5 1.531, N6 1.535
4 C 1.30 1.13 -0.14  C3 1.526, H14 1.088, H15 1.087, H16 1.087
5 C 0.82 -1.33 -0.07  C3 1.531, H17 1.087, H18 1.089, H19 1.087
6 N -0.92 0.30 -0.93  C3 1.535, C7 1.449, N8 1.419
7 C -0.57 0.55 -2.32  N6 1.449, H20 1.087, H21 1.094, H22 1.103
8 N -1.92 -0.70 -0.82  N6 1.419, H23 1.017, H24 1.024
9 H 0.59 -1.13 2.66  C1 1.086
10 H -0.16 0.21 3.52  C1 1.088
11 H 1.33 0.48 2.62  C1 1.087
12 H -1.39 -0.37 1.41  C2 1.088
13 H -0.82 1.33 1.45  C2 1.090
14 H 1.86 0.95 -1.05  C4 1.088
15 H 2.01 1.11 0.69  C4 1.087
16 H 0.86 2.12 -0.18  C4 1.087
17 H 1.70 -1.43 0.57  C5 1.087
18 H 1.12 -1.51 -1.10  C5 1.089
19 H 0.09 -2.08 0.23  C5 1.087
20 H 0.08 1.42 -2.39  C7 1.087
21 H -1.48 0.79 -2.87  C7 1.094
22 H -0.08 -0.31 -2.81  C7 1.103
23 H -2.81 -0.31 -1.12  N8 1.017
24 H -1.71 -1.51 -1.42  N8 1.024

Summary:
**Highest occupied orbital energy**: -8.496 eV
**Structure (SMILES)**: CCC(C)(C)N(C)N
**Multiplicity**: 1
**Maximum force**: 2.23 eV/Å
**Orbital gap**: 9.46 eV